[1]
A structure of composition C17H34NO6S3Yb at a distorted geometry. Source: the OMol25 dataset; level of theory: ωB97M-V/def2-TZVPD.

Structure (ORCA input):
```
! wB97M-V def2-TZVPD RIJCOSX def2/J DEFGRID3
* xyz 2 2
Yb -0.106 -0.242 0.055
C 0.257 -3.117 1.974
C -1.203 -2.930 1.653
O -1.341 -2.358 0.339
C -1.270 -3.303 -0.741
C -1.106 -2.504 -2.005
O 0.067 -1.673 -1.895
C 1.285 -2.303 -2.315
C 2.402 -1.414 -1.838
O 2.245 -1.159 -0.437
C 2.863 -2.128 0.421
C 2.313 -1.856 1.792
O 0.882 -1.864 1.703
H 0.374 -3.375 3.029
H 0.714 -3.907 1.370
H -1.747 -3.873 1.714
H -1.649 -2.215 2.342
H -0.427 -3.980 -0.585
H -2.188 -3.893 -0.776
H -1.044 -3.149 -2.881
H -1.943 -1.822 -2.131
H 1.352 -3.304 -1.880
H 1.298 -2.390 -3.402
H 3.376 -1.860 -2.044
H 2.339 -0.449 -2.338
H 2.610 -3.138 0.084
H 3.948 -2.010 0.396
H 2.660 -2.588 2.521
H 2.597 -0.860 2.135
O 1.035 1.325 -0.822
S 2.335 1.913 -0.189
C 1.862 3.574 0.373
C 2.809 4.550 -0.320
C 2.980 4.019 -1.741
C 3.314 2.539 -1.581
H 1.883 3.587 1.461
H 0.834 3.679 0.016
H 3.771 4.577 0.196
H 2.397 5.558 -0.294
H 3.770 4.532 -2.287
H 2.053 4.136 -2.305
H 4.356 2.381 -1.294
H 3.083 1.912 -2.441
C -4.592 -1.198 0.679
C -4.081 0.230 0.828
S -3.463 0.841 -0.743
O -1.981 0.402 -0.781
C -3.432 2.606 -0.438
C -2.766 3.054 0.851
H -4.836 -1.602 1.661
H -3.841 -1.845 0.225
H -5.494 -1.233 0.070
H -3.243 0.328 1.521
H -4.875 0.911 1.140
H -4.485 2.896 -0.503
H -2.931 2.999 -1.325
H -3.343 2.777 1.732
H -2.689 4.141 0.841
H -1.762 2.643 0.955
S 1.653 1.663 3.606
C 0.490 1.095 2.679
N -0.369 0.672 1.969
*
```

Calculated values
energy relative to the best compared isomer or geometry (same formula, charge and spin) = 0.000 eV
⟨S²⟩ = 0.75
HOMO-LUMO gap (spin up / spin down) = 9.525 / 8.478 eV
HOMO energy (spin up / spin down) = -13.9 / -13.9 eV
LUMO level (spin up / spin down) = -4.3 / -5.4 eV

---

[2]
A cluster of 3 separate species, C17H35BF3IO4 in total at a distorted geometry. Source: the OMol25 dataset; level of theory: ωB97M-V/def2-TZVPD.

Structure (ORCA input):
```
! wB97M-V def2-TZVPD RIJCOSX def2/J DEFGRID3
* xyz -2 1
C -2.171 5.903 -0.371
C -2.688 4.832 -1.338
C -3.115 3.544 -0.648
C -3.664 2.487 -1.607
C -3.386 1.048 -1.177
C -1.911 0.675 -1.079
C -1.207 0.575 -2.416
C 0.303 0.264 -2.401
C 1.157 0.916 -1.297
B 1.575 0.122 0.084
I 0.393 0.896 1.933
C 3.168 0.430 0.414
O 3.456 1.651 0.562
O 3.953 -0.541 0.522
C 1.280 -1.492 0.046
F 1.592 -2.204 1.156
F -0.044 -1.877 -0.192
F 1.935 -2.140 -0.971
H -2.606 6.880 -0.577
H -2.404 5.637 0.657
H -1.092 6.011 -0.444
H -3.531 5.215 -1.918
H -1.907 4.574 -2.054
H -3.888 3.792 0.084
H -2.271 3.150 -0.086
H -4.747 2.626 -1.687
H -3.270 2.657 -2.611
H -3.868 0.883 -0.211
H -3.874 0.372 -1.886
H -1.823 -0.265 -0.549
H -1.395 1.402 -0.460
H -1.333 1.528 -2.944
H -1.725 -0.177 -3.020
H 0.452 -0.813 -2.431
H 0.679 0.630 -3.362
H 0.711 1.878 -1.034
H 2.113 1.183 -1.745
C 1.364 -6.071 -4.129
C 1.026 -4.748 -3.451
C 0.677 -4.935 -1.986
O -0.024 -4.089 -4.162
H 0.501 -6.744 -4.088
H 1.621 -5.913 -5.178
H 2.202 -6.564 -3.633
H 1.879 -4.074 -3.531
H -0.214 -5.569 -1.892
H 0.473 -3.978 -1.511
H 1.496 -5.414 -1.448
H -0.819 -4.621 -4.052
C 2.593 -0.511 5.100
C 2.087 0.564 6.050
C 2.111 0.112 7.507
O 0.794 0.997 5.663
H 1.952 -1.397 5.162
H 2.562 -0.152 4.071
H 3.616 -0.809 5.343
H 2.711 1.453 5.941
H 1.459 -0.757 7.638
H 1.750 0.907 8.162
H 3.119 -0.170 7.818
H 0.213 0.230 5.667
*
```

Calculated values
HOMO-LUMO gap = 4.563 eV
HOMO energy = 0.0 eV
LUMO level = 4.5 eV

---

[3]
A structure of composition C17H35BNO4P2Sr at a distorted geometry. Source: the OMol25 dataset; level of theory: ωB97M-V/def2-TZVPD.

Structure (ORCA input):
```
! wB97M-V def2-TZVPD RIJCOSX def2/J DEFGRID3
* xyz 1 1
Sr 0.392 0.796 -0.748
P 2.289 -1.349 -0.501
C 2.388 -1.725 -2.323
C 1.055 -1.966 -3.026
N -0.055 -1.341 -2.557
C -1.232 -1.597 -3.180
C -1.318 -2.410 -4.321
C -0.154 -2.958 -4.835
C 1.054 -2.737 -4.198
C -2.526 -1.004 -2.632
P -2.345 0.518 -1.583
H 1.998 -3.161 -4.564
H -2.291 -2.552 -4.806
H -0.190 -3.555 -5.733
H -3.214 -0.820 -3.477
H -3.053 -1.753 -2.013
H 2.912 -0.880 -2.820
H 3.053 -2.588 -2.487
H 1.742 3.766 -3.184
O 2.395 3.261 -3.697
H 2.410 3.745 -4.550
H -1.417 4.628 -1.018
O -1.082 5.312 -1.653
H -1.503 6.119 -1.332
C -2.474 1.849 -2.854
H -3.437 1.883 -3.392
H -2.344 2.819 -2.337
H -1.674 1.719 -3.603
C -3.845 0.651 -0.561
H -3.705 1.567 0.031
H -4.802 0.726 -1.096
H -3.877 -0.224 0.103
C 2.325 -3.009 0.251
H 3.228 -3.610 0.052
H 2.260 -2.834 1.340
H 1.444 -3.571 -0.098
C 3.896 -0.572 -0.097
H 3.823 -0.334 0.975
H 4.779 -1.208 -0.261
H 4.008 0.350 -0.692
C 1.040 1.914 4.555
C 0.743 0.608 3.795
C 1.507 -0.504 4.456
O 1.197 0.792 2.428
B 0.129 1.510 1.911
O -1.065 1.161 2.402
C -0.785 0.344 3.567
C -1.114 -1.106 3.189
C -1.686 0.764 4.699
H 2.123 2.100 4.567
H 0.716 1.859 5.602
H 0.574 2.808 4.108
H 2.566 -0.239 4.532
H 1.135 -0.667 5.480
H 1.438 -1.450 3.911
H -0.959 -1.766 4.056
H -2.177 -1.186 2.914
H -0.517 -1.479 2.341
H -1.572 1.824 4.936
H -2.731 0.592 4.422
H -1.475 0.174 5.605
*
```

Calculated values
energy relative to the best compared isomer or geometry (same formula, charge and spin) = 0.000 eV
HOMO-LUMO gap = 6.009 eV
HOMO energy = -8.6 eV
LUMO level = -2.6 eV

---

[4]
A structure of composition C17H35BNO4P2Sr at a distorted geometry. Source: the OMol25 dataset; level of theory: ωB97M-V/def2-TZVPD.

Structure (ORCA input):
```
! wB97M-V def2-TZVPD RIJCOSX def2/J DEFGRID3
* xyz 1 1
Sr -1.574 -0.309 0.536
P 0.854 0.292 -2.677
C 0.542 -1.468 -2.352
C 0.866 -2.268 -1.206
N 0.270 -2.246 0.056
C 0.933 -2.900 1.044
C 2.042 -3.747 0.838
C 2.530 -3.893 -0.462
C 1.866 -3.242 -1.479
C 0.585 -2.731 2.528
P -1.050 -1.850 2.830
H 2.240 -3.302 -2.493
H 2.553 -4.217 1.672
H 3.400 -4.503 -0.677
H 0.592 -3.710 3.064
H 1.403 -2.155 3.019
H -2.397 -1.645 -2.430
H -0.088 -1.953 -2.988
H -3.771 -2.295 0.000
O -2.826 -0.762 -2.446
H -2.863 -0.807 -3.470
H -2.349 -2.424 1.230
O -2.974 -2.956 -0.084
H -3.405 -3.664 0.472
C -2.091 -3.322 2.982
H -1.716 -3.877 3.851
H -3.115 -3.019 3.236
H -2.014 -4.036 2.146
C -0.829 -1.397 4.609
H -1.537 -0.586 4.816
H -1.061 -2.233 5.285
H 0.180 -1.026 4.847
C 2.656 0.169 -2.251
H 3.220 0.059 -3.186
H 2.940 1.061 -1.669
H 2.787 -0.752 -1.657
C 0.621 0.510 -4.490
H 0.391 1.565 -4.678
H 1.538 0.249 -5.026
H -0.190 -0.112 -4.903
C -1.522 4.294 -0.921
C -0.024 3.976 -0.689
C 0.814 5.240 -0.545
O 0.448 3.186 -1.814
B 0.279 1.833 -1.590
O -0.214 1.669 -0.258
C 0.149 2.923 0.498
C 1.623 2.658 0.870
C -0.824 3.009 1.677
H -1.592 4.859 -1.858
H -1.940 4.920 -0.127
H -2.128 3.378 -1.031
H 0.583 5.885 -1.394
H 0.547 5.798 0.370
H 1.879 4.987 -0.527
H 2.083 3.417 1.506
H 1.725 1.705 1.396
H 2.223 2.585 -0.051
H -1.859 3.188 1.361
H -0.820 2.144 2.351
H -0.590 3.843 2.338
*
```

Calculated values
energy relative to the best compared isomer or geometry (same formula, charge and spin) = 4.850 eV
HOMO-LUMO gap (spin up / spin down) = 4.629 / 4.630 eV
HOMO energy (spin up / spin down) = -7.3 / -7.3 eV
LUMO level (spin up / spin down) = -2.6 / -2.6 eV

---

[5]
A structure of composition C17H35FeO5 at a distorted geometry. Source: the OMol25 dataset; level of theory: ωB97M-V/def2-TZVPD.

Structure (ORCA input):
```
! wB97M-V def2-TZVPD RIJCOSX def2/J DEFGRID3
* xyz 1 5
C -3.675 -1.310 -2.495
C -2.118 -1.215 -2.292
C -1.331 -0.912 -3.629
C -0.221 0.189 -3.410
C 1.254 -0.295 -3.656
C 1.632 -1.658 -2.925
C 1.563 -1.490 -1.340
C 0.716 -2.606 -0.607
C -0.305 -2.024 0.472
C 0.129 -2.437 1.926
C 0.517 -1.246 2.873
C 1.607 -0.279 2.310
C 2.422 0.416 3.443
O 2.998 -0.539 4.374
O 4.110 0.079 4.971
C 0.884 0.915 1.556
O 1.601 2.150 1.651
C 1.257 2.930 0.517
O -0.135 3.194 0.462
C -0.526 4.082 1.522
C -1.729 3.461 2.310
O -2.827 3.205 1.429
H -4.154 -1.309 -1.478
H -4.117 -0.422 -3.041
H -3.932 -2.338 -2.961
H -1.790 -2.220 -1.934
H -1.929 -0.463 -1.495
H -0.870 -1.835 -4.047
H -2.086 -0.479 -4.336
H -0.290 0.549 -2.357
H -0.402 1.077 -4.063
H 1.534 -0.318 -4.736
H 1.927 0.468 -3.182
H 2.708 -1.819 -3.183
H 1.017 -2.513 -3.292
H 2.615 -1.516 -0.957
H 1.192 -0.454 -1.158
H 1.423 -3.302 -0.107
H 0.173 -3.166 -1.413
H -1.276 -2.548 0.257
H -0.506 -0.941 0.332
H 0.938 -3.206 1.960
H -0.759 -2.937 2.398
H 0.922 -1.710 3.811
H -0.409 -0.704 3.201
H 3.292 1.002 3.054
H 1.730 1.094 4.023
H 3.869 0.958 5.313
H 0.799 0.650 0.476
H -0.138 0.993 1.992
H 1.849 3.879 0.561
H 1.546 2.433 -0.447
H -0.893 5.050 1.093
H 0.335 4.314 2.190
H -1.435 2.495 2.800
H -2.031 4.141 3.150
H -3.428 2.603 1.874
Fe -5.249 -2.118 -3.763
*
```

Calculated values
⟨S²⟩ = 6.03
HOMO-LUMO gap (spin up / spin down) = 4.793 / 5.457 eV
HOMO energy (spin up / spin down) = -10.5 / -11.2 eV
LUMO level (spin up / spin down) = -5.7 / -5.8 eV

---

[6]
A cluster of 5 separate species, C17H35N4O17S5 in total at a distorted geometry. Source: the OMol25 dataset; level of theory: ωB97M-V/def2-TZVPD.

Structure (ORCA input):
```
! wB97M-V def2-TZVPD RIJCOSX def2/J DEFGRID3
* xyz 1 1
N 4.074 -4.265 0.833
C 3.641 -3.383 -0.331
C 2.450 -4.166 -1.204
C 2.112 -3.218 -2.497
C 0.531 -2.830 -2.686
C -0.078 -1.807 -1.558
N -0.789 -2.476 -0.400
C -2.245 -2.858 -0.709
C -3.268 -1.653 -0.276
S -4.929 -2.210 0.381
C -5.602 -3.691 -0.550
N -6.770 -4.529 -0.026
N -7.022 -5.582 -0.894
C -6.014 -5.425 -2.022
O -5.124 -4.235 -1.839
H 3.699 -3.815 1.707
H 3.602 -5.210 0.735
H 3.234 -2.329 0.036
H 4.560 -3.235 -1.060
H 2.910 -5.206 -1.510
H 1.547 -4.377 -0.489
H 2.835 -2.288 -2.450
H 2.429 -3.833 -3.470
H 0.457 -2.248 -3.726
H -0.125 -3.808 -2.842
H -0.901 -1.152 -2.116
H 0.738 -1.015 -1.197
H -0.322 -3.348 -0.045
H -0.754 -1.786 0.409
H -2.500 -3.814 -0.083
H -2.252 -3.105 -1.875
H -2.764 -0.955 0.535
H -3.478 -1.012 -1.250
H -5.981 -6.200 -2.928
C 7.541 -1.096 1.646
C 6.138 -1.133 2.248
O 5.525 0.087 1.839
S 6.109 0.510 0.376
O 5.169 0.067 -0.630
O 6.596 1.868 0.454
O 7.388 -0.501 0.359
H 8.207 -0.461 2.238
H 7.977 -2.095 1.555
H 6.154 -1.211 3.337
H 5.553 -1.961 1.833
C -5.947 2.643 -1.794
C -5.601 2.953 -3.249
O -4.238 2.563 -3.399
S -3.938 1.294 -2.418
O -4.044 0.083 -3.202
O -2.786 1.607 -1.605
O -5.276 1.421 -1.495
H -5.559 3.418 -1.124
H -7.023 2.535 -1.640
H -5.728 4.010 -3.491
H -6.203 2.347 -3.934
C 0.020 2.362 2.156
C 1.499 1.985 2.162
O 1.624 0.983 3.168
S 0.244 0.117 3.229
O 0.432 -1.087 2.451
O -0.229 0.105 4.594
O -0.686 1.140 2.366
H -0.218 3.039 2.983
H -0.285 2.821 1.212
H 2.145 2.837 2.383
H 1.796 1.541 1.205
C 0.440 7.957 1.569
C 0.583 6.985 2.738
O -0.567 6.145 2.668
S -0.998 5.967 1.105
O -0.446 4.720 0.624
O -2.395 6.311 0.975
O -0.104 7.187 0.498
H -0.268 8.757 1.807
H 1.398 8.395 1.277
H 0.629 7.498 3.702
H 1.470 6.354 2.619
*
```

Calculated values
HOMO-LUMO gap = 8.413 eV
HOMO energy = -10.8 eV
LUMO level = -2.4 eV

---

[7]
A structure of composition C17H35N6O2S at a distorted geometry. Source: the OMol25 dataset; level of theory: ωB97M-V/def2-TZVPD.

Structure (ORCA input):
```
! wB97M-V def2-TZVPD RIJCOSX def2/J DEFGRID3
* xyz 1 1
C -0.313 -3.110 2.484
C -0.411 -3.600 0.964
H 0.552 -3.808 0.521
H -1.181 -4.483 0.943
C -1.159 -2.672 -0.070
C -0.231 -1.523 -0.180
N 0.979 -1.546 0.310
N 1.592 -0.294 -0.500
C 0.652 0.383 -1.173
N -0.408 -0.385 -1.023
C -1.785 0.292 -1.495
H -2.402 -0.700 -1.888
H -1.531 0.534 -2.505
C -2.429 0.988 -0.381
N -1.613 1.990 -0.125
C -1.947 3.222 -0.575
C -3.024 3.853 0.003
O -3.811 3.105 0.894
C -2.886 2.860 1.849
H -3.594 2.009 2.516
C -1.654 2.244 1.345
H -0.957 3.096 1.788
H -1.331 1.447 2.014
H -2.933 3.636 2.795
H -3.779 4.524 -1.039
H -2.613 4.911 0.501
H -0.960 3.681 -0.666
H -2.051 3.186 -1.776
H -3.499 1.190 -0.695
H -2.600 0.209 0.507
S 0.976 1.907 -2.036
C 2.504 2.380 -1.392
H 2.431 2.474 -0.165
H 2.570 3.297 -1.669
C 3.757 1.553 -1.649
N 4.122 0.781 -0.634
H 4.648 -0.164 -1.268
C 4.772 1.070 0.794
C 4.527 0.114 1.691
O 3.050 0.223 2.078
H 3.071 -0.602 2.859
H 4.716 -0.867 1.613
H 5.048 0.338 2.567
H 4.300 1.872 0.845
H 5.743 1.243 0.288
H 3.800 1.092 -2.643
H 4.710 2.215 -1.698
H 2.781 -0.193 -0.236
N -1.742 -2.835 -1.289
C -3.183 -3.523 -0.987
H -2.956 -4.520 -0.595
H -3.701 -2.913 -0.512
H -3.290 -3.674 -2.127
C -0.797 -3.788 -1.913
H -0.591 -4.792 -1.521
H 0.143 -3.107 -1.860
H -1.307 -3.830 -3.083
H -2.077 -2.014 0.703
H 0.097 -3.809 3.021
H 0.455 -2.270 2.714
H -1.249 -2.896 2.761
*
```

Calculated values
energy relative to the best compared isomer or geometry (same formula, charge and spin) = 19.329 eV
HOMO-LUMO gap = 9.518 eV
HOMO energy = -11.6 eV
LUMO level = -2.1 eV

---

[8]
A structure of composition C17H35NNaO3. Source: the OMol25 dataset; level of theory: ωB97M-V/def2-TZVPD.

Structure (ORCA input):
```
! wB97M-V def2-TZVPD RIJCOSX def2/J DEFGRID3
* xyz 1 1
C 0.581 -3.378 0.291
C -0.380 -3.200 1.466
C -1.667 -2.472 1.072
C -2.630 -3.344 0.245
C -2.695 -2.998 -1.240
N -3.250 -1.659 -1.495
C -2.472 -0.610 -1.820
O -1.243 -0.617 -1.730
O -3.108 0.481 -2.243
C -4.261 0.983 -1.495
C -4.030 2.430 -1.101
C -3.354 2.593 0.257
C -1.961 1.941 0.272
C -0.869 2.670 1.072
C 0.520 2.592 0.403
C 1.661 2.026 1.258
C 2.658 1.198 0.445
C 4.033 1.033 1.086
C 5.081 0.613 0.076
O 6.248 0.239 0.758
C 7.331 -0.043 -0.098
H 1.583 -3.649 0.627
H 0.248 -4.164 -0.393
H 0.659 -2.448 -0.283
H -0.638 -4.184 1.869
H 0.115 -2.660 2.276
H -2.171 -2.108 1.969
H -1.392 -1.588 0.490
H -3.643 -3.286 0.651
H -2.332 -4.395 0.315
H -1.706 -3.051 -1.699
H -3.344 -3.706 -1.757
H -4.140 -1.642 -1.973
H -4.392 0.340 -0.622
H -5.136 0.873 -2.136
H -3.409 2.899 -1.872
H -4.999 2.935 -1.124
H -3.269 3.658 0.486
H -3.999 2.151 1.021
H -2.043 0.914 0.644
H -1.621 1.866 -0.766
H -0.799 2.240 2.075
H -1.160 3.714 1.206
H 0.430 1.967 -0.497
H 0.807 3.586 0.048
H 1.229 1.409 2.052
H 2.211 2.831 1.753
H 2.228 0.204 0.267
H 2.784 1.671 -0.542
H 4.005 0.281 1.878
H 4.335 1.979 1.544
H 4.710 -0.229 -0.535
H 5.294 1.445 -0.615
H 7.517 0.787 -0.790
H 8.207 -0.184 0.532
H 7.158 -0.957 -0.680
Na 0.478 0.024 -2.897
*
```

Calculated values
HOMO-LUMO gap = 7.842 eV
HOMO energy = -11.8 eV
LUMO level = -4.0 eV

---

Summary of molar mass in g/mol
617.70, 498.17, 477.85, 477.85, 375.31, 727.81, 387.57, 324.46
(order as listed above)